[1]
Formula: C47H38Cl2N2O7Sn
Source: the Open Molecules 2025 dataset
Level of theory: ωB97M-V with the def2-TZVPD basis set

```
! wB97M-V def2-TZVPD RIJCOSX def2/J DEFGRID3
* xyz 0 1
Sn -1.4370 0.4644 -0.5974
Cl -6.1077 1.4283 0.0762
Cl -7.6983 -3.5821 -1.1037
O 0.5534 0.3858 -0.6998
O -1.9956 0.6512 -2.5362
O -3.4410 0.2841 -0.0989
O 1.5135 -1.6304 2.6268
O -1.1931 0.4852 1.3734
O -1.7325 -1.5432 -1.1347
O 1.6309 -2.8257 0.7140
N -2.0154 2.6446 -0.8007
N -1.5311 4.6594 -1.4781
C 0.7262 2.5866 1.7059
C -1.5096 1.4901 -3.4392
C 2.9589 3.3849 2.0839
C 3.1661 0.9215 -0.4986
C -0.5384 0.2612 3.6253
C -5.7201 -0.2035 -0.3357
C 1.2043 -4.0269 2.7511
C 5.1357 -1.0179 -0.6364
C 1.2048 -1.5183 -2.0593
C 4.5066 1.2866 -0.4696
C -1.5072 0.3138 6.2556
C -0.8282 1.8723 -5.7291
C -2.3635 0.5313 5.1900
C -0.1630 0.0759 6.0048
C -5.1081 -2.8224 -1.0747
C 2.3929 1.0696 2.4573
C -4.0690 -1.8862 -0.8639
C -2.2153 3.5237 0.2502
C -1.2225 1.0158 -4.7276
C -0.6921 3.2413 -5.4795
C 0.3190 0.0545 4.7057
C 1.2331 -1.3226 -4.4654
C -1.9264 4.7766 -0.1598
C -4.3429 -0.5610 -0.4284
C -6.7124 -1.1196 -0.5368
C 2.7996 -0.4148 -0.5837
C 1.0290 -2.6899 -4.5932
C -1.6085 3.3639 -1.8455
C -0.0370 0.2282 2.1519
C 1.6480 3.6194 1.6936
C 3.8001 -1.3825 -0.6748
C -2.7435 -2.2665 -1.1815
C -1.3467 2.8612 -3.1818
C 5.4963 0.3200 -0.5290
C 1.0310 -2.8921 -2.1929
C 1.9480 -2.8650 2.1062
C -1.8836 0.5026 3.8857
C 3.3187 2.1059 2.4707
C 0.4074 -1.2194 1.8460
C 3.4447 -2.9660 2.3007
C -6.4016 -2.4472 -0.8910
C 1.3188 -0.7979 -0.6968
C -0.9529 3.7199 -4.2170
C 0.9329 -3.4709 -3.4523
C 1.3116 -0.7430 -3.2094
C 1.0732 1.2965 2.0699
C 0.7715 -1.7304 0.4247
H 3.9354 -2.1011 1.8571
H -0.4682 -1.8234 2.1281
H 1.3358 4.6134 1.3928
H -0.6295 1.4855 -6.7207
H 3.6711 -3.0068 3.3663
H -1.9647 5.7233 0.3475
H 4.3378 1.8985 2.7728
H -0.1401 -2.1355 -0.0099
H -0.8670 4.7856 -4.0378
H 5.9005 -1.7817 -0.7067
H 0.9562 -3.1432 -5.5738
H -2.5559 0.6604 3.0553
H 0.7885 -4.5410 -3.5391
H 1.4693 0.3245 -3.1093
H 1.3702 -0.1215 4.5414
H 0.1315 -3.9424 2.5782
H -1.2261 5.4148 -2.0649
H 6.5411 0.6032 -0.5032
H -4.8650 -3.8292 -1.3903
H 1.3350 -0.7031 -5.3477
H -3.4149 0.7220 5.3667
H -7.7465 -0.8218 -0.4309
H 3.5338 -2.4248 -0.7823
H -0.2900 2.7814 1.4355
H -0.3908 3.9170 -6.2677
H -1.8796 0.3310 7.2720
H 4.7709 2.3343 -0.3941
H 1.3891 -4.0321 3.8251
H 1.5505 -4.9669 2.3221
H 3.6854 4.1878 2.0882
H 2.3914 1.6745 -0.4515
H 2.7192 0.0817 2.7327
H 0.5206 -0.0892 6.8284
H 0.9907 -3.5266 -1.3172
H 3.8192 -3.8705 1.8220
H -2.5946 -3.2907 -1.5467
H -1.3476 -0.0439 -4.9014
H -2.5940 3.1755 1.1956
*
```

=====

[2]
Formula: C47H38N6O6S2Y
Source: the Open Molecules 2025 dataset
Level of theory: ωB97M-V with the def2-TZVPD basis set

The energy above the lowest of the compared OMol25 structures with the same formula, charge and spin is 0.717 eV.

```
! wB97M-V def2-TZVPD RIJCOSX def2/J DEFGRID3
* xyz -1 1
Y -0.8731 -0.8843 0.4120
S -0.2999 -3.3453 -0.9979
S 3.3050 -5.0328 -0.0313
O -0.4547 0.7252 2.1345
O -5.2288 0.0169 -0.1978
O 4.0711 -5.3228 -1.2159
O 0.8831 0.8688 0.3956
O -1.4345 -4.3680 3.0980
O 4.0713 -4.8404 1.1719
N 2.2616 -3.7825 -0.3235
N 2.4776 2.9881 0.1673
N -2.1015 1.5745 -0.0317
N -3.1235 -0.9467 0.0224
N -1.7988 -2.6577 1.5682
N 0.7700 -1.8555 1.8999
C 0.8472 -5.6668 -0.0986
C 2.4072 -3.0504 3.7969
C -4.6983 -2.7174 -0.6832
C 0.4398 1.3366 1.4948
C -3.1337 2.1480 -3.0742
C 1.2323 4.9942 -1.5277
C 0.0843 0.1381 -2.7711
C 5.4859 4.4328 -1.4046
C -0.8193 1.1946 -2.7359
C -0.2644 -7.7333 0.2869
C -5.1532 -4.0213 -0.5545
C 0.3147 3.1662 3.1461
C -1.6870 -1.3313 -3.4588
C 0.2976 -2.8231 2.6946
C 1.0916 -3.4426 3.6508
C -3.5877 3.5926 1.1918
C 2.1315 4.7395 1.7907
C -2.5878 -0.2820 -3.3797
C 3.2806 3.8018 -0.6737
C 4.6591 3.6166 -0.6553
C -4.1660 2.3798 0.8732
C 0.5812 4.4399 3.6063
C 1.8514 3.4527 1.2968
C -1.5916 2.7838 0.1881
C -2.1596 1.0011 -3.0517
C -0.3425 -1.1186 -3.1777
C -0.3343 -6.3870 -0.0464
C -4.0115 0.0546 -0.0163
C -3.4535 -4.4551 1.0920
C 2.0513 -6.2832 0.1896
C -3.6151 -2.2714 0.0659
C 2.0491 -1.5003 2.0317
C 2.7217 4.8087 -1.4741
C 4.9407 5.4521 -2.1677
C -3.3854 1.3922 0.2806
C -2.2701 3.8106 0.8157
C 0.9204 2.6546 1.9985
C -1.1047 -3.3607 2.4693
C 2.1382 -7.6163 0.5192
C 2.8978 -2.0581 2.9633
C 2.9911 6.7802 -3.0191
C 0.9539 -8.3437 0.5641
C 3.5654 5.6495 -2.2084
C -4.5394 -4.8805 0.3408
C 1.0354 -4.2252 -0.4191
C 1.4935 5.2292 2.9112
C -2.9566 -3.1568 0.9542
H -4.9083 -5.8934 0.4532
H 3.0951 -8.0717 0.7386
H -1.1754 -8.3156 0.3376
H 2.4038 -0.7407 1.3475
H 0.8950 5.2070 -2.5420
H 0.0851 4.8219 4.4887
H -3.4140 2.3882 -4.1021
H 3.0550 -3.5249 4.5214
H -1.7674 4.7477 1.0144
H -3.6372 -0.4525 -3.5919
H -2.0245 -2.3195 -3.7441
H -4.1506 4.3561 1.7134
H 5.5914 6.1062 -2.7359
H 2.3446 6.4078 -3.8164
H 1.7014 6.2385 3.2453
H -0.5775 2.9358 -0.1522
H 5.0697 2.8366 -0.0275
H -4.0435 1.8838 -2.5324
H -5.2033 2.1583 1.0790
H 3.9324 -1.7522 3.0028
H 6.5588 4.2912 -1.3802
H -5.1823 -2.0356 -1.3649
H 1.1325 0.3118 -2.5592
H 0.7369 4.0922 -1.1832
H 0.9820 -9.3958 0.8175
H 2.2214 2.0461 -0.1062
H 0.9150 5.8179 -0.8823
H -0.4019 2.5339 3.6518
H -2.9747 -5.1208 1.7914
H 0.3689 -1.9208 -3.2937
H 3.7812 7.3719 -3.4790
H -0.4651 2.1897 -2.4918
H -2.7029 3.0403 -2.6194
H 2.8602 5.3480 1.2715
H -1.2768 -5.8980 -0.2559
H -5.9889 -4.3607 -1.1547
H 2.3893 7.4383 -2.3892
H 0.6483 -4.2299 4.2428
*
```

=====

no.,energy (Ha),Kohn-Sham gap (eV),LUMO energy (eV)
1,-3584.789645,7.39,-0.87
2,-3428.908786,6.92,2.09